[1]
An isolated molecule of C23H28N4O2 in a non-equilibrium geometry. Source: OMol25; level of theory: ωB97M-V/def2-TZVPD.

```
57
Properties=species:S:1:pos:R:3:lowdin_charge:R:1
C -3.916 -3.068 0.412 -0.09
H -3.019 -3.304 0.979 0.07
H -4.773 -3.170 1.073 0.06
H -4.022 -3.782 -0.401 0.07
C -3.815 -1.650 -0.146 -0.26
N -3.558 -0.693 0.921 -0.19
C -2.624 0.347 0.563 -0.18
C -3.112 1.364 -0.497 -0.15
N -1.999 2.120 -1.020 0.07
C -1.329 1.710 -2.112 -0.48
O -1.705 0.839 -2.867 0.06
C 0.010 2.445 -2.300 -0.02
N 0.951 1.934 -1.320 -0.04
N 1.642 0.870 -1.723 0.17
C 2.435 0.242 -0.922 -0.22
C 2.643 0.682 0.433 -0.08
C 3.512 0.064 1.342 0.00
C 3.654 0.563 2.616 -0.06
C 2.938 1.687 3.026 -0.06
C 2.072 2.304 2.154 0.00
C 1.918 1.812 0.856 -0.06
C 0.966 2.450 -0.047 -0.37
O 0.209 3.364 0.267 0.04
H 1.497 3.172 2.441 0.12
H 3.063 2.068 4.028 0.11
H 4.328 0.080 3.308 0.11
H 4.069 -0.808 1.041 0.10
C 3.030 -1.024 -1.462 -0.08
C 2.242 -2.187 -0.906 -0.23
C 2.850 -3.187 -0.161 -0.05
C 2.100 -4.229 0.359 -0.08
C 0.735 -4.277 0.144 -0.09
C 0.121 -3.286 -0.605 -0.07
C 0.870 -2.248 -1.127 -0.03
H 0.395 -1.477 -1.716 0.11
H -0.943 -3.323 -0.782 0.09
H 0.150 -5.087 0.554 0.10
H 2.586 -5.003 0.935 0.10
H 3.918 -3.162 0.008 0.11
H 4.085 -1.110 -1.202 0.12
H 2.931 -1.003 -2.549 0.13
H 0.405 2.223 -3.291 0.13
H -0.109 3.519 -2.147 0.13
H -1.543 2.782 -0.399 0.11
H -3.563 0.831 -1.337 0.12
H -3.840 2.056 -0.070 0.12
H -2.334 0.883 1.470 0.11
H -1.726 -0.143 0.172 0.12
C -4.782 -0.232 1.555 -0.26
H -5.373 0.421 0.888 0.12
H -5.383 -1.121 1.758 0.11
C -4.525 0.483 2.877 -0.09
H -3.847 -0.106 3.487 0.08
H -4.094 1.469 2.723 0.06
H -5.463 0.605 3.413 0.07
H -2.986 -1.611 -0.855 0.11
H -4.736 -1.406 -0.699 0.12
```

Properties
net charge: 0
lowest unoccupied orbital energy: 0.0061 Ha
Kohn-Sham gap: 8.28 eV
calculated total energy: -34361.71277 eV
structure (SMILES): CCN(CC)CCNC(=O)Cn1nc(Cc2ccccc2)c2ccccc2c1=O

---

[2]
An isolated molecule of C23H28N4O4S. Source: OMol25; level of theory: ωB97M-V/def2-TZVPD.

```
60
Properties=species:S:1:pos:R:3:lowdin_charge:R:1
C -1.012 -4.912 2.249 -0.10
H -0.391 -4.990 1.361 0.05
C -1.811 -3.615 2.242 -0.25
C -2.880 -3.570 1.149 -0.20
C -2.317 -3.549 -0.275 -0.17
N -1.454 -2.407 -0.519 0.01
C -1.965 -1.158 -0.711 -0.54
N -1.262 -0.090 -0.872 0.06
C 0.102 -0.188 -0.867 -0.21
C 0.890 0.954 -1.021 0.00
C 2.260 0.860 -1.006 0.00
C 2.921 -0.377 -0.850 -0.21
C 2.125 -1.514 -0.713 0.06
C 0.739 -1.428 -0.711 -0.06
C -0.070 -2.630 -0.549 -0.35
O 0.378 -3.755 -0.447 0.08
H 2.552 -2.501 -0.623 0.12
N 4.295 -0.491 -0.902 -0.10
C 4.995 -1.424 -0.038 -0.13
H 4.368 -2.275 0.213 0.11
C 5.422 -0.706 1.252 -0.18
H 6.024 -1.363 1.881 0.13
O 6.228 0.419 0.979 -0.13
C 5.563 1.333 0.135 -0.19
H 6.269 2.144 -0.050 0.13
C 5.148 0.647 -1.173 -0.14
H 4.661 1.345 -1.852 0.12
H 6.050 0.265 -1.664 0.13
H 4.671 1.732 0.645 0.12
H 4.521 -0.396 1.805 0.13
H 5.885 -1.780 -0.567 0.13
H 2.826 1.772 -1.105 0.10
H 0.409 1.913 -1.141 0.11
S -3.718 -1.000 -0.766 1.05
C -3.941 0.684 -1.419 -0.34
H -4.902 0.664 -1.932 0.08
C -3.978 1.762 -0.335 -0.57
O -4.978 2.400 -0.093 0.06
N -2.797 1.913 0.283 0.07
H -2.019 1.330 -0.029 0.08
C -2.558 2.907 1.311 -0.08
C -1.248 3.580 1.077 -0.27
C 0.016 3.233 1.458 -0.04
C 0.880 4.203 0.894 -0.07
C 0.077 5.061 0.209 -0.12
O -1.208 4.691 0.312 0.06
H 0.291 5.940 -0.366 0.12
H 1.946 4.252 0.989 0.10
H 0.296 2.396 2.065 0.11
H -2.552 2.429 2.298 0.13
H -3.379 3.628 1.264 0.13
H -3.129 0.866 -2.122 0.08
H -1.708 -4.436 -0.455 0.12
H -3.142 -3.522 -0.994 0.10
H -3.506 -2.688 1.297 0.07
H -3.520 -4.449 1.233 0.12
H -1.128 -2.769 2.122 0.10
H -2.311 -3.495 3.206 0.11
H -1.679 -5.771 2.289 0.07
H -0.359 -4.944 3.119 0.07
```

Properties
net charge: 0
lowest unoccupied orbital energy: 0.0121 Ha
Kohn-Sham gap: 7.93 eV
calculated total energy: -49291.80060 eV
structure (SMILES): CCCCn1c(SCC(=O)NCc2ccco2)nc2ccc(N3CCOCC3)cc2c1=O

---

[3]
An isolated molecule of C23H28N4O4S in a non-equilibrium geometry. Source: OMol25; level of theory: ωB97M-V/def2-TZVPD.

```
60
Properties=species:S:1:pos:R:3:lowdin_charge:R:1
C 3.459 -2.993 3.514 0.01
C 2.742 -3.799 2.454 -0.53
O 3.128 -4.868 2.035 0.06
N 1.614 -3.201 1.996 0.09
H 1.270 -2.362 2.443 0.12
C 0.735 -3.849 1.054 -0.25
C 0.787 -3.244 -0.333 -0.19
C 0.392 -4.015 -1.421 -0.04
C 0.349 -3.471 -2.692 -0.08
C 0.702 -2.146 -2.891 -0.09
C 1.107 -1.376 -1.815 -0.07
C 1.149 -1.920 -0.543 -0.03
H 1.465 -1.310 0.290 0.12
H 1.390 -0.346 -1.966 0.09
H 0.668 -1.718 -3.881 0.10
H 0.044 -4.082 -3.529 0.10
H 0.123 -5.051 -1.269 0.12
H 1.061 -4.895 1.002 0.15
C -0.722 -3.786 1.581 -0.03
C -1.130 -2.328 1.609 -0.46
O -0.833 -1.592 2.525 0.07
N -1.777 -1.925 0.476 0.15
C -2.119 -0.626 0.100 -0.20
C -2.217 0.417 1.021 0.02
C -2.571 1.683 0.590 -0.04
C -2.815 1.908 -0.751 -0.29
C -2.721 0.884 -1.675 -0.05
C -2.377 -0.385 -1.251 0.00
H -2.296 -1.193 -1.963 0.12
H -2.909 1.102 -2.713 0.12
S -3.261 3.546 -1.313 0.66
O -3.055 3.619 -2.727 -0.29
O -4.541 3.910 -0.789 -0.28
N -2.173 4.554 -0.519 -0.04
C -0.817 4.291 -0.399 -0.40
N -0.293 4.517 0.730 0.09
C 1.119 4.352 0.955 -0.23
C 1.624 2.918 0.760 -0.19
C 1.854 2.548 -0.703 -0.21
C 0.565 2.476 -1.520 -0.19
H -0.114 1.752 -1.063 0.09
C -0.141 3.827 -1.662 -0.10
H -0.887 3.778 -2.454 0.09
H 0.600 4.585 -1.938 0.13
H 0.807 2.117 -2.523 0.11
H 2.352 1.575 -0.743 0.10
H 2.529 3.279 -1.157 0.11
H 0.903 2.229 1.207 0.11
H 2.569 2.815 1.299 0.11
H 1.286 4.654 1.993 0.10
H 1.693 5.028 0.308 0.12
H -2.576 4.945 0.321 0.12
H -2.653 2.494 1.295 0.12
H -2.011 0.231 2.062 0.11
H -1.857 -2.607 -0.266 0.14
H -0.747 -4.183 2.596 0.13
H -1.375 -4.379 0.942 0.12
H 4.334 -3.540 3.851 0.08
H 2.798 -2.811 4.358 0.08
H 3.770 -2.035 3.102 0.08
```

Properties
net charge: 0
lowest unoccupied orbital energy: 0.0114 Ha
Kohn-Sham gap: 9.55 eV
calculated total energy: -49292.56260 eV
structure (SMILES): CC(=O)N[C@@H](CC(=O)Nc1ccc(S(=O)(=O)NC2=NCCCCC2)cc1)c1ccccc1

---

[4]
A structure of composition C23H28N4O5S in a non-equilibrium geometry. Source: OMol25; level of theory: ωB97M-V/def2-TZVPD.

```
61
Properties=species:S:1:pos:R:3:lowdin_charge:R:1
C -1.714 4.300 0.493 -0.01
N -1.562 2.870 0.552 -0.04
C -2.630 2.039 0.751 -0.36
O -3.792 2.397 0.914 0.08
C -2.099 0.609 0.748 -0.16
C -2.679 -0.281 -0.355 -0.08
C -4.177 -0.430 -0.238 -0.23
C -5.010 0.030 -1.263 -0.04
C -6.396 0.023 -1.089 -0.08
C -6.948 -0.504 0.086 -0.09
C -6.114 -1.025 1.083 -0.08
C -4.726 -1.008 0.911 -0.04
N -0.655 0.820 0.602 0.00
C 0.179 -0.231 0.593 -0.04
C 1.545 -0.163 0.413 -0.11
C 2.386 -1.263 0.293 -0.13
C 3.826 -1.165 0.209 -0.18
C 4.434 0.117 0.091 0.07
C 5.831 0.267 0.032 -0.16
N 6.411 1.567 -0.030 -0.31
O 7.664 1.633 -0.050 0.05
O 5.670 2.578 -0.045 0.06
C 6.673 -0.850 0.128 0.00
C 6.088 -2.114 0.253 -0.06
C 4.702 -2.287 0.299 -0.01
C -0.257 2.231 0.491 -0.47
C 0.437 2.529 -0.850 0.00
C 0.617 2.705 1.667 0.01
H -2.773 4.544 0.576 0.10
H -1.156 4.776 1.306 0.09
H -1.317 4.676 -0.456 0.09
H -2.298 0.142 1.730 0.17
H -2.420 0.161 -1.329 0.13
H -2.198 -1.270 -0.297 0.10
H -4.552 0.430 -2.171 0.11
H -7.037 0.439 -1.869 0.10
H -8.031 -0.509 0.225 0.10
H -6.534 -1.439 2.003 0.10
H -4.054 -1.412 1.673 0.12
H -0.289 -1.200 0.679 0.09
H 1.995 0.822 0.397 0.05
H 1.776 -2.496 0.502 0.12
H 3.840 1.027 0.021 0.11
H 7.748 -0.684 0.137 0.12
H 6.754 -2.970 0.336 0.11
H 4.283 -3.285 0.420 0.11
H -0.252 2.317 -1.680 0.10
H 0.731 3.586 -0.868 0.09
H 1.335 1.920 -0.987 0.07
H 0.037 2.667 2.600 0.10
H 1.513 2.091 1.790 0.08
H 0.929 3.739 1.472 0.09
C -0.091 -3.837 -2.409 -0.14
S 0.406 -3.748 -0.683 0.61
N 1.816 -2.774 -0.674 -0.12
O -0.625 -2.998 0.014 -0.34
O 0.819 -5.056 -0.211 -0.31
H -1.136 -4.201 -2.411 0.07
H -0.045 -2.829 -2.859 0.07
H 0.539 -4.556 -2.960 0.07
H 2.583 -3.465 -0.705 0.07
```

Properties
net charge: 0
lowest unoccupied orbital energy: -0.0372 Ha
Kohn-Sham gap: 5.76 eV
calculated total energy: -51331.11495 eV

---

> Which formula does entry 3 have?

C23H28N4O4S

---

> The highest Kohn-Sham gap belongs to which entry?

number 3

---

> Number 2 is which compound?

C23H28N4O4S

---

> What is the lowest unoccupied orbital energy in the first record?

0.0061 Ha